No. 1
{"formula": "C3H37O16Y", "method": "the ωB97M-V functional and the def2-TZVPD basis", "symbols": ["Y", "C", "C", "C", "O", "H", "H", "H", "H", "H", "H", "H", "O", "H", "H", "O", "H", "H", "O", "H", "H", "O", "H", "H", "O", "H", "H", "O", "H", "H", "O", "H", "H", "O", "H", "H", "O", "H", "H", "O", "H", "H", "O", "H", "H", "O", "H", "H", "O", "H", "H", "O", "H", "H", "O", "H", "H"], "coordinates": [[1.55055, 3.58576, 1.55522], [-0.57593, 0.73160, -1.17593], [0.15864, 0.65380, 0.14936], [0.93462, -0.64735, 0.23838], [0.97997, 1.76477, 0.43191], [0.05550, 0.66601, -2.06742], [-1.13243, 1.67101, -1.23822], [-1.24588, -0.11822, -1.28479], [-0.64140, 0.55879, 0.90519], [0.36156, -1.56867, 0.11446], [1.52830, -0.75433, 1.14506], [1.61757, -0.73337, -0.62161], [-3.08637, 2.05729, 2.02865], [-3.41910, 1.65950, 1.17988], [-3.69944, 2.79017, 2.18343], [-4.07455, -1.38376, -2.27100], [-3.52996, -2.01098, -1.77557], [-3.44807, -0.91697, -2.83980], [0.17415, -1.29487, 3.20427], [0.29477, -1.63811, 4.10660], [0.98328, -0.80662, 3.01984], [-1.81830, 1.82017, -4.00949], [-2.62463, 1.59192, -4.48978], [-2.02244, 2.66936, -3.60177], [-2.03285, -3.15970, -3.27928], [-1.25953, -3.65086, -3.57859], [-2.74312, -3.81546, -3.27921], [4.58640, -1.97664, -0.17017], [5.19959, -2.59558, -0.58356], [3.93660, -1.78927, -0.86534], [1.23300, 3.62283, -2.33349], [0.72993, 2.86341, -2.00475], [1.10391, 4.32119, -1.69221], [2.95057, -3.00635, -2.31179], [2.68685, -3.13221, -3.23174], [2.25149, -3.42124, -1.79230], [2.92746, 1.10552, -2.06597], [2.25847, 0.80452, -2.69171], [2.49382, 1.12689, -1.20414], [-0.83699, 3.76191, 1.36214], [-1.51471, 4.34112, 1.75311], [-1.31775, 2.90920, 1.17421], [2.99103, 1.98334, 2.49317], [3.02602, 1.04372, 2.13392], [3.52083, 1.93773, 3.31203], [4.06111, -0.56822, 2.38586], [4.21647, -0.66252, 1.42448], [3.68033, -1.42266, 2.63197], [-4.21372, 0.43835, 0.14171], [-4.75978, -0.11509, 0.71747], [-4.01116, -0.13819, -0.61911], [-0.99942, -3.74916, 2.30379], [-0.68349, -2.86588, 2.54973], [-0.26865, -4.16068, 1.83056], [-2.45580, -0.23117, 3.79004], [-1.55812, -0.58255, 3.71959], [-2.51921, 0.43679, 3.09277]], "lowdin_charge": [2.0200, -0.0416, -0.5154, -0.0393, -0.3488, 0.0810, 0.0785, 0.0924, 0.1341, 0.1050, 0.0462, 0.0747, -0.0711, 0.0281, 0.0758, -0.0463, 0.0370, 0.0401, -0.0504, 0.1006, 0.0324, -0.0553, 0.0499, 0.0362, -0.0608, 0.0413, 0.0560, -0.0577, 0.0635, 0.0066, -0.0186, -0.0012, 0.0038, -0.0459, 0.0586, 0.0474, -0.0404, 0.0451, -0.0191, -0.1245, 0.1063, 0.0702, -0.1396, 0.0672, 0.1140, -0.0461, 0.0356, 0.0716, -0.0532, 0.0803, 0.0202, -0.0571, -0.0218, 0.0317, -0.0571, -0.0190, -0.0209], "e_lumo_ev": -9.450, "orbital_gap_ev": 5.74, "total_charge": 2, "de_lowest_kcal_mol": 93.8, "total_energy_ha": -1378.10327}


No. 2
{"formula": "C3H3BrF2O", "method": "the ωB97M-V functional and the def2-TZVPD basis", "symbols": ["C", "C", "C", "O", "F", "F", "Br", "H", "H", "H"], "coordinates": [[-1.87507, -0.32315, 0.22374], [1.12780, 0.63917, -0.03724], [0.36765, -0.66127, -0.17070], [-2.62928, -1.13489, 0.51194], [0.45444, -1.25440, -1.36898], [0.78925, -1.56844, 0.67607], [-2.18627, 1.55697, -0.05608], [0.82067, 1.25271, -0.80369], [0.91752, 1.02838, 0.87427], [2.21328, 0.46493, 0.15065]], "nbo_charge": [0.4064, -0.7162, 0.7560, -0.4829, -0.3325, -0.3242, -0.0259, 0.2397, 0.2361, 0.2435], "e_lumo_ev": [-0.399, -0.400], "orbital_gap_ev": [8.68, 8.68], "total_charge": 0, "de_lowest_kcal_mol": 47.9, "total_energy_ha": -2965.01195}


No. 3
{"formula": "C23H54BN5O9", "method": "the ωB97M-V functional and the def2-TZVPD basis", "symbols": ["C", "C", "C", "C", "C", "B", "C", "N", "C", "C", "C", "C", "C", "C", "C", "C", "C", "C", "C", "C", "O", "C", "H", "H", "H", "H", "H", "H", "H", "H", "H", "H", "H", "H", "H", "H", "H", "H", "H", "H", "H", "H", "H", "H", "H", "H", "H", "H", "H", "H", "H", "H", "H", "H", "H", "H", "H", "H", "H", "H", "H", "H", "H", "H", "C", "N", "O", "O", "H", "H", "H", "C", "N", "O", "O", "H", "H", "H", "C", "N", "O", "O", "H", "H", "H", "C", "N", "O", "O", "H", "H", "H"], "coordinates": [[-2.04261, 2.21023, -2.20178], [-0.71288, 1.71973, -2.80560], [-0.04768, 0.56124, -2.06950], [-0.55025, -0.83172, -2.43819], [-2.08496, -1.04235, -2.44335], [-2.36091, -2.51835, -1.92562], [-2.18308, -3.72357, -2.95282], [-0.71753, -3.97788, -3.15881], [-2.81552, -2.86877, -0.44834], [-2.00206, -2.21520, 0.68419], [-2.32353, -0.74184, 0.93460], [-1.80265, -0.28370, 2.31319], [-0.81088, 0.89270, 2.24486], [0.53408, 0.61713, 2.90567], [1.53796, -0.03565, 1.94903], [3.00111, 0.34406, 2.25933], [3.65264, 1.05038, 1.06471], [4.96316, 1.69776, 1.46713], [5.49188, 2.66461, 0.39893], [4.90808, 4.06522, 0.52889], [3.65448, 4.10972, -0.12570], [3.26892, 5.42730, -0.46557], [-2.09483, 3.28679, -2.12376], [-2.19534, 1.75055, -1.23440], [-2.86490, 1.85337, -2.81159], [-0.01300, 2.55090, -2.74393], [-0.80423, 1.49717, -3.86306], [-0.04459, 0.73378, -1.00050], [1.00251, 0.58792, -2.36243], [-0.16168, -1.12350, -3.40721], [-0.11878, -1.53319, -1.72344], [-2.62092, -0.35693, -1.80174], [-2.50005, -0.99293, -3.44683], [-2.62761, -4.61953, -2.53503], [-2.64655, -3.47844, -3.90967], [-0.62801, -4.96571, -3.35902], [-0.41965, -3.45650, -3.97237], [-2.77563, -3.94916, -0.31820], [-3.86249, -2.57269, -0.34238], [-2.23913, -2.73911, 1.60885], [-0.93864, -2.36285, 0.52236], [-1.79752, -0.16273, 0.18245], [-3.38044, -0.54621, 0.79519], [-1.33174, -1.11349, 2.82399], [-2.65271, 0.06219, 2.88438], [-0.62435, 1.19231, 1.21752], [-1.27010, 1.75433, 2.71870], [0.94469, 1.56528, 3.23395], [0.43370, -0.02459, 3.77587], [1.33438, 0.25991, 0.92362], [1.44760, -1.11731, 1.96604], [3.57400, -0.53760, 2.53019], [3.07381, 1.02527, 3.10278], [2.95619, 1.79362, 0.69892], [3.84080, 0.29421, 0.30525], [4.79924, 2.28013, 2.36835], [5.71539, 0.94229, 1.68185], [6.57177, 2.74472, 0.46803], [5.23089, 2.29269, -0.58813], [4.80923, 4.32723, 1.58323], [5.60862, 4.76822, 0.07553], [3.03767, 5.99956, 0.43395], [2.39830, 5.36862, -1.10572], [4.05868, 5.93888, -1.01449], [-4.14901, 0.42880, 6.47930], [-3.35935, 1.25835, 5.53035], [-2.28373, 1.68854, 5.89587], [-3.85623, 1.44694, 4.43312], [-3.59897, 0.34001, 7.40866], [-5.10016, 0.92756, 6.63079], [-4.29687, -0.54133, 6.01603], [-7.52163, -0.25531, 3.26373], [-6.80463, -1.05924, 4.29103], [-6.23830, -2.07111, 3.93013], [-6.82660, -0.63652, 5.43366], [-7.41138, -0.74783, 2.30529], [-8.56390, -0.20094, 3.56288], [-7.06952, 0.73214, 3.25454], [1.83137, -2.13847, -6.38213], [0.46799, -1.55585, -6.23584], [0.32675, -0.37262, -6.46472], [-0.41873, -2.31725, -5.88787], [2.50896, -1.35188, -6.69089], [2.11565, -2.54701, -5.41649], [1.77033, -2.92360, -7.12945], [5.37051, -1.52172, -1.37148], [5.40639, -2.75832, -2.20215], [5.69190, -3.80330, -1.65135], [5.14407, -2.63035, -3.38354], [5.62110, -1.78393, -0.35024], [6.09595, -0.82849, -1.78645], [4.36572, -1.11581, -1.43517]], "lowdin_charge": [-0.0958, -0.2375, -0.2151, -0.1916, -0.1076, -0.2681, -0.1873, 0.0046, -0.1144, -0.2101, -0.1885, -0.1721, -0.1923, -0.2000, -0.1922, -0.1996, -0.2120, -0.2065, -0.1738, -0.2445, -0.1933, -0.1050, 0.0629, 0.0507, 0.0641, 0.0937, 0.1032, 0.0771, 0.1030, 0.0867, 0.0996, 0.0722, 0.1054, 0.0868, 0.0933, 0.0590, 0.0192, 0.0912, 0.1115, 0.1041, 0.1097, 0.0669, 0.1132, 0.1010, 0.0744, 0.0854, 0.0992, 0.1034, 0.1113, 0.0850, 0.1064, 0.1063, 0.1011, 0.1103, 0.0901, 0.1045, 0.1095, 0.1061, 0.1126, 0.1226, 0.1138, 0.0881, 0.0837, 0.0823, 0.0405, -0.4368, 0.0728, 0.0384, 0.0953, 0.0932, 0.0909, 0.0501, -0.4384, 0.0735, 0.0386, 0.0945, 0.0998, 0.1005, 0.0546, -0.4401, 0.0755, 0.0387, 0.0948, 0.1000, 0.1011, 0.0373, -0.4495, 0.0717, 0.0499, 0.0946, 0.1019, 0.0884], "smiles": "CCCCCB(CN)CCCCCCCCCCCCOC.C[N+](=O)[O-].C[N+](=O)[O-].C[N+](=O)[O-].C[N+](=O)[O-]", "e_lumo_ev": 0.087, "orbital_gap_ev": 8.62, "total_charge": 0, "total_energy_ha": -1884.10444}


No. 4
{"formula": "C35H54ClNO27P", "method": "the ωB97M-V functional and the def2-TZVPD basis", "symbols": ["C", "C", "C", "N", "C", "C", "P", "O", "O", "O", "C", "C", "C", "C", "Cl", "C", "C", "H", "H", "H", "H", "H", "H", "H", "H", "H", "H", "H", "H", "H", "H", "H", "H", "H", "H", "H", "H", "H", "H", "C", "C", "O", "C", "O", "O", "H", "H", "H", "H", "C", "C", "O", "C", "O", "O", "H", "H", "H", "H", "C", "C", "O", "C", "O", "O", "H", "H", "H", "H", "C", "C", "O", "C", "O", "O", "H", "H", "H", "H", "C", "C", "O", "C", "O", "O", "H", "H", "H", "H", "C", "C", "O", "C", "O", "O", "H", "H", "H", "H", "C", "C", "O", "C", "O", "O", "H", "H", "H", "H", "C", "C", "O", "C", "O", "O", "H", "H", "H", "H"], "coordinates": [[-0.76769, -2.60658, -1.13509], [-0.00614, -2.20074, -2.24310], [-0.49257, -1.09551, -3.12911], [-1.98013, -1.07241, -3.40983], [-2.42362, 0.33478, -3.22828], [-3.80930, 0.68879, -3.78283], [-5.05653, 0.56272, -2.44339], [-4.55051, -0.35008, -1.37934], [-5.34399, 2.02752, -1.81136], [-6.45313, 0.00534, -3.00874], [-1.16886, 1.10064, -3.68832], [-0.08500, 0.38154, -2.80762], [1.26952, 0.61528, -3.55495], [-0.02052, 0.82372, -1.33987], [1.46701, 0.06764, -0.60848], [0.12677, 2.34523, -1.12669], [-1.19642, 3.13175, -1.27915], [-0.42159, -2.34470, -0.13375], [-1.65323, -3.23675, -1.25035], [0.92534, -2.70181, -2.50403], [-0.05300, -1.24218, -4.12537], [-2.11089, -1.24437, -4.40978], [-2.57076, -1.79635, -2.98673], [-2.51176, 0.53435, -2.15554], [-3.78560, 1.72752, -4.12521], [-4.14108, 0.04187, -4.60367], [-4.56261, 2.30848, -1.31016], [-6.54934, -0.88788, -2.64688], [-1.07010, 0.87046, -4.75954], [-1.19231, 2.18933, -3.66347], [1.87731, -0.29071, -3.47506], [1.07550, 0.75889, -4.61992], [1.81903, 1.46096, -3.14648], [-0.85060, 0.44860, -0.73525], [0.45312, 2.44770, -0.08821], [0.93810, 2.73968, -1.73908], [-1.36625, 3.83445, -0.46404], [-2.07125, 2.49066, -1.41892], [-1.12920, 3.73911, -2.18918], [1.91643, 3.95940, -7.20135], [0.92294, 2.92008, -7.66673], [0.23473, 2.59083, -6.44633], [0.36064, 3.64108, -5.60728], [-0.23633, 3.75919, -4.57735], [1.24055, 4.54025, -6.07491], [2.12998, 4.71295, -7.95397], [2.85539, 3.52192, -6.85957], [0.20051, 3.31793, -8.38018], [1.39561, 2.03990, -8.09399], [1.24849, -2.76898, 2.64577], [-0.07702, -3.20318, 3.22358], [-0.12984, -4.58776, 2.85982], [1.14002, -5.01868, 2.67415], [1.45103, -6.15730, 2.52753], [2.01276, -3.98123, 2.67390], [1.73051, -1.99304, 3.23603], [1.16645, -2.43125, 1.60933], [-0.10638, -3.12133, 4.31104], [-0.92233, -2.66019, 2.80699], [-6.46849, 2.22225, 2.59345], [-5.76951, 1.83849, 1.31391], [-4.48900, 2.46670, 1.45448], [-4.25987, 2.65101, 2.78181], [-3.21768, 3.00312, 3.23432], [-5.36556, 2.38000, 3.50608], [-7.16076, 1.46076, 2.94362], [-6.99293, 3.17394, 2.51101], [-5.62245, 0.75913, 1.22870], [-6.27654, 2.19601, 0.42353], [5.95718, -2.07805, 5.03714], [4.77923, -2.46091, 4.18056], [3.77029, -1.53820, 4.60102], [4.39960, -0.44764, 5.12490], [3.84811, 0.56573, 5.40672], [5.72204, -0.67976, 5.27298], [6.90514, -2.23486, 4.54056], [5.96533, -2.60356, 5.99104], [4.96888, -2.31449, 3.11407], [4.45791, -3.48721, 4.34492], [7.17555, -6.75159, 3.43521], [5.91214, -6.41334, 4.19412], [6.38884, -5.49747, 5.18984], [7.53193, -4.93708, 4.72799], [8.06272, -3.99994, 5.23630], [7.96105, -5.55989, 3.61058], [7.00087, -6.94766, 2.38173], [7.71071, -7.59773, 3.86619], [5.17184, -5.90278, 3.57212], [5.45122, -7.27878, 4.65293], [2.95243, -9.22103, 3.55442], [2.83433, -10.51712, 2.78513], [4.02694, -10.51386, 1.99177], [4.93782, -9.73085, 2.60948], [6.08224, -9.64376, 2.30033], [4.37434, -9.04644, 3.63547], [2.51322, -9.27271, 4.54744], [2.52195, -8.37231, 3.01907], [2.84610, -11.39418, 3.43461], [1.95139, -10.55604, 2.15265], [0.81918, 7.02429, -2.98672], [-0.36347, 6.62141, -3.83715], [-1.38021, 7.52655, -3.39768], [-0.76997, 8.62056, -2.87114], [-1.32652, 9.62156, -2.56820], [0.56538, 8.40761, -2.73887], [1.77262, 6.89201, -3.49294], [0.84764, 6.49407, -2.03136], [-0.18409, 6.78128, -4.90313], [-0.66459, 5.59412, -3.67983], [-5.11965, 7.08940, 2.33852], [-5.27518, 6.61833, 3.76641], [-6.58395, 6.03444, 3.75300], [-6.86854, 5.67787, 2.48419], [-7.80341, 5.00885, 2.16658], [-5.94852, 6.16523, 1.62115], [-4.09322, 7.04220, 1.98432], [-5.50364, 8.09894, 2.18383], [-4.54906, 5.84893, 4.03667], [-5.22118, 7.42693, 4.49041]], "lowdin_charge": [0.0459, -0.0983, -0.2272, 0.1524, -0.3127, -0.1243, 0.4844, -0.2953, -0.1105, -0.1002, -0.0671, -0.4144, -0.0369, -0.5643, 0.6984, -0.2331, -0.0554, 0.0430, 0.0734, 0.1212, 0.1499, 0.1852, 0.1818, 0.1096, 0.1141, 0.1077, 0.0757, 0.0958, 0.1308, 0.0962, 0.0819, 0.0793, 0.0822, 0.1134, 0.1021, 0.1044, 0.0885, 0.0553, 0.0532, -0.0896, -0.0918, 0.0484, -0.5454, 0.1115, 0.0772, 0.1415, 0.1390, 0.1392, 0.1378, -0.1134, -0.1066, 0.0645, -0.5620, 0.1539, 0.0567, 0.1249, 0.1025, 0.1394, 0.1307, -0.0884, -0.1245, 0.0380, -0.5777, 0.1544, 0.0749, 0.1405, 0.0971, 0.1293, 0.1191, -0.1153, -0.1238, 0.0333, -0.5667, 0.1636, 0.0789, 0.1204, 0.1382, 0.1371, 0.1202, -0.1054, -0.1130, 0.0553, -0.5742, 0.1433, 0.0719, 0.1301, 0.1380, 0.1297, 0.1159, -0.1026, -0.1083, 0.0715, -0.5631, 0.1649, 0.0313, 0.1368, 0.1134, 0.1344, 0.1340, -0.1159, -0.1315, 0.0617, -0.5647, 0.1757, 0.0647, 0.1323, 0.1315, 0.1328, 0.0870, -0.1068, -0.1029, 0.0750, -0.5761, 0.1401, 0.0628, 0.1338, 0.1358, 0.1320, 0.1359], "e_lumo_ev": -4.117, "orbital_gap_ev": 7.42, "total_charge": 1, "total_energy_ha": -4253.67597}